# 1
# C35H52N3O7PS

A cluster of 2 separate species, C35H52N3O7PS in total in a non-equilibrium geometry (ωB97M-V with the def2-TZVPD basis set, the Open Molecules 2025 dataset).

Each line ends with the Löwdin charge.
Geometry (Å):
C 1.139301 2.047963 -5.747178  -0.128
C -0.115386 1.606640 -4.871106  -0.196
C -0.157097 0.029224 -4.784191  -0.136
C 0.133377 -0.637053 -3.522520  -0.178
C 0.115701 -2.120297 -3.508062  -0.383
C -0.190078 -2.940590 -4.655092  -0.039
C -0.514526 -2.278398 -5.923284  -0.201
C -0.890994 -3.177883 -7.134570  -0.159
C 0.343631 -3.723661 -7.983696  -0.252
N 1.593499 -3.202210 -7.372421  -0.011
C -0.486175 -0.813564 -5.960524  -0.222
P -0.904991 0.157064 -7.533000  0.929
O -0.484510 -0.749437 -8.893513  -0.315
O -2.620341 0.177109 -7.504872  -0.315
S 0.482786 -2.862846 -1.872008  0.959
C -0.420213 -1.699143 -0.783823  -0.401
C -1.192985 -2.110138 0.365259  -0.030
C -1.937574 -1.137271 1.182611  -0.121
C -2.757779 -1.742583 2.353618  -0.115
C -4.292418 -2.032634 1.977836  -0.065
C -4.665818 -3.429038 2.600911  -0.490
O -4.979710 -3.480187 3.771063  0.078
O -4.686284 -4.585360 1.855672  0.078
C -1.882416 0.293192 0.817774  -0.069
C -2.674071 1.378863 1.617177  -0.293
C -4.230192 1.387797 1.269456  -0.055
C -2.385064 1.359651 3.191177  -0.204
C -3.660761 1.109223 4.088145  -0.118
C -1.081919 0.695333 -0.360543  -0.052
C -0.988288 2.182952 -0.863495  -0.131
C 0.244949 2.974017 -0.279330  -0.163
C 0.628119 2.580914 1.204441  -0.153
C 1.978235 1.750864 1.283932  -0.129
N 2.093784 0.950172 2.518270  -0.161
C 2.419207 -0.384931 2.298048  -0.083
C 2.446519 -1.008615 3.615879  -0.080
C 2.130134 0.076258 4.568132  -0.095
C 1.920061 1.326512 3.843183  -0.074
C -0.337091 -0.286466 -1.176496  -0.158
N 0.426925 0.169487 -2.347211  -0.042
C 1.881740 0.134085 -2.087235  -0.165
O 2.498679 1.427131 -2.156554  -0.164
O 3.655343 1.302240 -2.925702  -0.034
H 1.822380 1.174866 -5.941361  0.079
H 0.831367 2.539729 -6.709323  0.053
H 1.778140 2.794366 -5.191154  0.068
H -0.049778 1.997234 -3.821381  0.082
H -1.088519 1.909664 -5.337902  0.089
H -0.183609 -4.056548 -4.592209  0.118
H -1.582712 -2.597228 -7.796226  0.083
H -1.503982 -4.031018 -6.728374  0.113
H 0.338201 -4.841431 -7.883678  0.111
H 0.180915 -3.382338 -9.040960  0.098
H 2.337930 -3.814198 -7.713470  0.066
H 1.746848 -2.245198 -7.699729  0.068
H -1.284585 -0.940232 -9.423795  0.063
H -2.881359 0.557923 -6.643297  0.047
H -1.225339 -3.196746 0.602777  0.112
H -2.690028 -1.190105 3.317697  0.098
H -2.319583 -2.762516 2.557301  0.121
H -4.373335 -2.034583 0.864932  0.128
H -4.992646 -1.314083 2.476730  0.097
H -5.036878 -5.261392 2.473457  0.128
H -2.313807 2.388184 1.271735  0.107
H -4.774844 0.511097 1.682841  0.045
H -4.640771 2.370878 1.636695  0.089
H -4.382361 1.404627 0.154037  0.089
H -1.596696 0.599620 3.457172  0.104
H -1.966819 2.354065 3.502642  0.106
H -4.226131 0.198386 3.744581  0.047
H -4.386500 1.958161 4.098340  0.077
H -3.351993 0.875328 5.146071  0.085
H -1.938855 2.732322 -0.614111  0.106
H -0.972431 2.127899 -1.987559  0.094
H -0.061286 4.061087 -0.241218  0.109
H 1.149806 2.961322 -0.949755  0.100
H 0.848046 3.549800 1.742268  0.111
H -0.196855 2.090638 1.775397  0.084
H 2.105323 1.080110 0.405719  0.081
H 2.802679 2.522720 1.238610  0.135
H 2.612748 -0.824799 1.294313  0.112
H 2.680706 -2.078079 3.774545  0.083
H 2.065676 -0.061477 5.674230  0.074
H 1.682683 2.342257 4.206194  0.112
H 2.372024 -0.580023 -2.804883  0.148
H 2.056760 -0.264110 -1.051113  0.114
H 4.208385 2.083544 -2.745895  0.113
C 4.056072 2.003376 9.687224  -0.068
C 4.229889 0.784093 8.794759  -0.499
C 5.351576 0.990571 7.788517  -0.065
O 3.011033 0.523785 8.101396  -0.068
H 3.794916 2.885196 9.094192  0.080
H 3.241229 1.845652 10.397023  0.079
H 4.969688 2.217588 10.246070  0.079
H 4.444652 -0.092862 9.409224  0.138
H 5.133781 1.838221 7.131741  0.081
H 5.458117 0.112627 7.148058  0.080
H 6.303986 1.174594 8.290731  0.078
H 2.810830 1.293054 7.554018  0.076

Atomic forces in eV per Å
C 0.27 0.59 0.43
C 0.30 -1.32 -0.32
C -0.14 -1.47 0.39
C -1.02 -1.05 -2.81
C -0.36 1.17 -0.20
C 0.02 2.13 -0.18
C 0.59 0.75 1.88
C -0.65 0.31 0.24
C -0.78 0.53 0.97
N -0.25 -0.79 -0.96
C -0.04 -1.39 0.49
P 0.27 1.20 0.49
O -1.52 0.02 0.94
O 1.15 -0.63 0.02
S -0.81 0.62 -0.20
C -0.44 1.81 -0.13
C 0.01 1.76 -0.49
C 1.22 0.37 -1.54
C -0.09 -0.80 -0.24
C 0.61 -1.12 -0.03
C -0.68 0.46 0.62
O 0.29 0.02 -0.57
O 0.12 1.17 0.20
C 0.77 -1.30 -0.91
C -0.08 0.26 -0.10
C 0.68 0.56 -0.43
C -0.40 0.04 0.42
C 0.17 -0.74 0.14
C 0.16 -1.06 -0.41
C -0.43 -0.67 0.03
C -0.36 0.78 0.36
C 0.86 0.60 0.02
C -0.47 1.56 0.13
N 0.27 -0.15 -2.08
C -0.27 -0.56 3.82
C -0.37 2.55 -1.58
C 0.03 0.34 -1.01
C 0.69 -3.78 0.36
C -1.84 -0.33 2.41
N 0.45 -1.72 0.60
C 0.60 -1.13 0.49
O -1.52 0.36 0.62
O 1.49 -0.61 -1.33
H -0.83 0.82 0.00
H 0.30 -0.73 0.90
H -0.76 -0.71 -0.41
H -0.07 -0.33 -1.16
H 0.95 0.13 0.43
H -0.03 1.19 0.07
H 0.58 -0.60 0.60
H 0.67 0.75 -0.38
H 0.14 1.05 -0.39
H 0.29 -0.62 0.81
H 0.05 0.65 0.13
H 0.15 -0.44 0.10
H 0.47 -0.05 0.23
H 0.11 -0.30 -0.52
H -0.06 0.99 -0.10
H -0.05 -0.31 -0.93
H -0.21 1.12 -0.17
H -0.21 0.05 0.91
H 0.64 -0.72 -0.68
H 0.30 0.38 -0.29
H -0.27 -1.18 0.25
H 0.35 0.89 -0.29
H 0.13 -1.18 -0.11
H 0.29 -0.16 1.00
H -0.75 0.75 -0.40
H -0.27 -0.84 -0.38
H 0.52 0.95 0.36
H 0.71 -0.58 -0.05
H -0.25 0.44 -0.99
H 0.97 -0.60 -0.12
H 0.22 0.19 1.18
H 0.27 -1.06 -0.18
H -0.93 -0.36 0.65
H -0.36 -0.97 -0.38
H 0.74 0.20 -0.67
H -0.21 0.50 0.85
H -0.62 -0.92 0.01
H -0.32 0.70 1.05
H -0.27 1.03 0.19
H 0.09 0.24 -1.20
H 0.17 -0.89 -0.59
H -0.24 1.02 0.58
H -0.18 0.32 -0.86
H -0.72 -0.14 0.42
C -0.08 -0.05 0.27
C 0.03 0.64 -0.35
C 0.15 -0.22 -0.07
O -0.13 -0.29 0.12
H 0.12 -0.04 -0.06
H 0.08 -0.05 -0.01
H -0.04 0.03 -0.02
H -0.19 -0.05 -0.10
H -0.01 0.05 0.11
H 0.00 0.01 0.08
H -0.02 0.02 -0.04
H 0.08 -0.06 0.05

The value obtained for the orbital gap is 8.3 eV. The LUMO energy comes out at 0.33 eV. As for the structure (SMILES): CCc1c2c(cc(CCN)c1P(O)O)Sc1cc(CCC(=O)O)c([C@@H](C)CC)c(CCCCn3cccc3)c1N2COO.CC(C)O. As for the spin multiplicity: 1. The calculation puts the HOMO energy at -7.97 eV.

# 2
# C35H52N7O2OsSi

A structure of composition C35H52N7O2OsSi in a non-equilibrium geometry (ωB97M-V with the def2-TZVPD basis set, the Open Molecules 2025 dataset).

Each line ends with the Löwdin charge.
Geometry (Å):
Os 0.456428 0.277338 0.347693  1.668
C -3.973073 1.724268 5.704596  -0.019
C -3.056898 1.770614 4.535813  -0.234
C -3.140443 2.786246 3.594749  0.062
C -2.247638 2.932447 2.504939  -0.088
C -2.421865 4.152906 1.805612  0.053
N -1.654736 4.884780 1.011745  0.097
C -0.268632 4.737532 0.643401  -0.149
C -0.008323 5.536386 -0.639814  -0.137
C 1.369429 5.244806 -1.242589  -0.140
N 1.408825 3.900116 -1.743055  0.062
C 1.852892 3.489934 -2.909021  0.052
C 1.921753 2.129913 -3.277515  -0.121
C 2.494964 1.800021 -4.518761  0.005
C 2.703452 0.485572 -4.914244  -0.273
C 3.288115 0.184384 -6.247444  -0.028
C 2.403298 -0.533532 -4.014392  0.011
C 1.834609 -0.273021 -2.748463  -0.159
C 1.723678 -1.345296 -1.818416  -0.156
N 1.366208 -1.330840 -0.552989  -0.222
C 1.659060 -2.611536 0.113042  -0.215
C 1.220647 -2.724002 1.569313  -0.154
C 1.583447 -1.485090 2.392781  -0.189
N 0.554795 -0.478376 2.180987  -0.180
C -0.199892 -0.173739 3.192427  -0.031
C -1.208462 0.834045 3.250712  -0.111
C -2.052322 0.825544 4.370423  0.075
C -1.312536 1.859056 2.250797  -0.263
O -0.630296 1.801936 1.154048  -0.246
C 1.486665 1.070218 -2.403715  -0.266
O 0.787123 1.326323 -1.345453  -0.243
H -4.846585 2.351299 5.551553  0.093
H -3.459954 2.082775 6.597877  0.106
H -4.278444 0.703084 5.918365  0.097
H -3.897731 3.543993 3.734227  0.135
H -3.364132 4.638090 2.037442  0.154
H -2.044505 5.784482 0.752350  0.172
H -0.056743 3.671655 0.526737  0.092
H 0.370347 5.119534 1.450709  0.158
H -0.071227 6.603637 -0.418750  0.133
H -0.772645 5.298984 -1.383621  0.129
H 2.138354 5.371418 -0.472690  0.145
H 1.586621 5.939216 -2.055673  0.142
H 1.100719 3.163050 -1.110133  0.111
H 2.226731 4.224978 -3.609473  0.160
H 2.800154 2.600576 -5.172468  0.126
H 3.209987 1.036716 -6.917193  0.088
H 2.810595 -0.679496 -6.701876  0.090
H 4.344507 -0.063772 -6.143028  0.101
H 2.652238 -1.551724 -4.271544  0.133
H 2.083299 -2.297813 -2.209443  0.136
H 2.744635 -2.754926 0.077104  0.136
H 1.204370 -3.430311 -0.456056  0.123
H 1.720355 -3.593884 1.994580  0.133
H 0.140840 -2.882937 1.644441  0.107
H 2.551971 -1.076385 2.080755  0.135
H 1.658164 -1.745340 3.452773  0.133
H -0.052468 -0.718052 4.124074  0.155
H -1.939641 0.033551 5.093052  0.144
C -2.138685 -4.980141 -1.289078  -0.167
Si -3.229012 -3.430197 -1.210205  0.626
C -4.428655 -3.462033 0.266068  -0.159
C -4.046567 -3.049198 -2.891495  -0.150
C -1.836729 -2.026781 -0.911313  -0.207
H -2.753586 -5.853768 -1.475745  0.039
H -1.611451 -5.156392 -0.355389  0.031
H -1.402445 -4.932531 -2.087139  0.034
H -5.223253 -4.174391 0.059328  0.043
H -4.910560 -2.516799 0.500602  0.014
H -3.931628 -3.808860 1.168721  0.036
H -4.650697 -3.905160 -3.180708  0.045
H -3.312876 -2.913685 -3.682457  0.029
H -4.708993 -2.186639 -2.891608  0.018
H -1.535388 -2.030957 0.138184  0.061
H -0.964344 -2.308247 -1.493793  0.057
C -2.056520 1.110186 -4.908534  -0.126
C -1.273448 -0.185371 -4.759504  -0.130
N -1.400489 -0.663227 -3.394089  0.137
C -2.358746 -0.287984 -2.535313  -0.288
N -2.245641 -0.669134 -1.238496  -0.104
C -3.127011 -0.019247 -0.275627  -0.149
C -4.542318 0.076098 -0.824611  -0.124
C -4.510841 0.837934 -2.137564  -0.119
N -3.366308 0.469488 -2.954393  -0.009
C -3.450121 0.885209 -4.345608  -0.115
H -2.121422 1.392973 -5.957564  0.134
H -1.562294 1.914208 -4.356945  0.121
H -0.214464 -0.028152 -4.978709  0.118
H -1.655977 -0.943604 -5.450858  0.136
H -0.618043 -1.178422 -3.025072  0.116
H -2.728354 0.979321 -0.067076  0.110
H -3.115026 -0.602156 0.643889  0.125
H -5.200621 0.580513 -0.117585  0.133
H -4.915493 -0.933506 -0.989049  0.089
H -4.469207 1.918045 -1.961967  0.137
H -5.419699 0.627190 -2.709356  0.144
H -4.040976 1.800149 -4.385195  0.137
H -3.973112 0.116917 -4.925637  0.148

Atomic forces in eV per Å
Os 0.75 -0.22 -1.47
C -0.05 -0.02 0.44
C 0.10 0.18 -0.32
C 0.34 -0.26 0.14
C 0.48 -1.04 0.03
C 0.60 1.07 -0.77
N -1.16 -0.63 1.12
C 0.86 -0.22 -0.39
C 0.11 -0.05 -0.02
C -0.13 0.73 0.31
N 0.13 -0.63 -0.35
C -0.28 -0.30 0.68
C -0.62 -0.82 1.01
C 0.28 -0.42 -0.64
C -0.27 0.31 0.42
C 0.34 -0.15 -0.20
C 0.09 0.53 -0.43
C -0.13 -0.60 1.11
C 0.77 0.62 -3.44
N -1.33 0.86 3.33
C 0.06 -0.08 0.34
C 0.15 0.30 -0.24
C 0.47 -0.93 -0.07
N -0.44 0.24 1.22
C 0.22 -0.13 -0.26
C -0.33 0.71 -0.37
C 0.00 0.44 -0.64
C -0.42 -0.04 0.92
O 0.32 -0.01 -0.70
C 1.16 0.11 -1.92
O -0.92 0.15 1.94
H -0.11 -0.07 0.03
H -0.01 0.07 0.04
H -0.18 -0.03 -0.03
H -0.12 0.10 0.02
H -0.01 0.11 -0.14
H -0.19 -0.07 0.02
H -0.08 0.24 0.02
H -0.17 -0.07 -0.03
H -0.01 0.02 -0.04
H -0.03 0.03 0.00
H 0.03 0.02 -0.13
H -0.01 -0.04 0.08
H 0.05 0.04 -0.28
H -0.01 0.23 0.02
H 0.04 0.16 -0.15
H -0.01 -0.03 -0.07
H -0.09 -0.02 -0.11
H 0.08 0.02 -0.05
H -0.02 -0.17 -0.04
H -0.04 0.06 0.10
H -0.02 -0.04 -0.05
H 0.02 0.07 -0.02
H -0.07 -0.03 0.00
H 0.04 -0.09 0.05
H -0.13 -0.05 0.07
H -0.09 0.19 -0.10
H 0.13 -0.12 -0.11
H 0.04 -0.13 0.21
C -0.64 0.44 0.02
Si 0.85 0.29 0.05
C 0.35 -0.08 -0.58
C 0.20 -0.20 0.65
C -0.84 -1.20 -0.11
H -0.10 -0.25 -0.03
H 0.05 0.03 0.20
H 0.06 0.11 -0.16
H -0.14 -0.13 -0.04
H -0.02 0.15 -0.07
H 0.18 -0.06 0.08
H -0.14 -0.15 -0.02
H 0.21 0.01 -0.04
H -0.07 0.11 0.08
H 0.12 -0.04 0.02
H 0.14 -0.08 0.04
C -0.07 -0.24 0.03
C -0.19 0.19 -0.58
N -0.15 -0.10 0.36
C 0.35 -0.09 -0.16
N -0.14 0.65 -0.05
C -0.38 0.23 -0.13
C 0.19 0.02 -0.06
C -0.39 -0.02 0.43
N 0.19 -0.04 0.13
C 0.25 0.22 -0.52
H 0.03 0.02 0.02
H 0.01 0.02 -0.04
H -0.08 -0.08 0.11
H 0.06 0.09 0.01
H 0.05 0.05 0.17
H -0.08 -0.01 0.07
H 0.09 0.02 0.01
H -0.04 -0.05 -0.04
H -0.11 0.04 0.03
H -0.04 -0.04 -0.03
H 0.11 0.08 0.00
H 0.00 -0.03 0.02
H -0.04 0.07 0.06

As for the charge: +3. For the energy relative to the best compared isomer or geometry (same formula, charge and spin), the calculation gives 3.7 kcal/mol. The value obtained for the orbital gap (alpha / beta) is 3.8 / 6.0 eV. The LUMO energy (alpha / beta) comes out at -8.79 / -9.40 eV. As for the spin multiplicity: 5. The calculation puts the HOMO energy (alpha / beta) at -12.62 / -15.44 eV.

> Among the records above, which one has the lowest spin multiplicity?

C35H52N3O7PS